Formula: C83H192N12O14
Source: the OMol25 dataset
Level of theory: ωB97M-V/def2-TZVPD

```
301
Properties=species:S:1:pos:R:3
C 4.8815 -4.7061 3.0294
C 5.6846 -3.4252 3.3382
C 4.9061 -2.2454 2.5888
C 5.1695 -0.8303 3.1440
C 4.9334 -0.8579 4.6585
C 5.6545 -1.9385 5.4699
N 5.5435 -3.2430 4.7853
O 6.0905 -4.2842 5.5694
C 7.1531 -1.6324 5.6411
C 4.9858 -2.0921 6.8869
C 7.1452 -3.5817 2.8544
H 3.9199 -4.6044 3.5325
H 5.2981 -5.6346 3.4197
H 4.5395 -4.8153 2.0002
H 5.1269 -2.1914 1.5228
H 3.8252 -2.3833 2.5605
H 4.4720 -0.1887 2.6054
H 6.1693 -0.4840 2.8822
H 3.8552 -0.8746 4.8174
H 5.4039 0.0732 4.9743
H 7.2190 -0.6238 6.0493
H 7.5914 -2.2752 6.4046
H 7.6490 -1.6525 4.6707
H 4.8213 -1.1021 7.3120
H 3.9494 -2.4202 6.8074
H 5.5700 -2.7907 7.4859
H 7.7609 -4.2216 3.4865
H 7.5949 -2.6202 2.6067
H 7.2887 -4.1927 1.9632
H 5.2954 -4.7013 5.9090
C 0.5740 -5.3827 -0.8475
C 0.9506 -5.1073 -2.3347
C 2.3219 -5.8877 -2.5577
C 2.6996 -6.0680 -4.0311
C 1.5568 -6.6791 -4.8436
C 0.1836 -6.0400 -4.6288
N -0.0672 -5.8127 -3.2034
O -1.3616 -5.3388 -2.9453
C 0.0742 -4.8053 -5.5363
C -0.7815 -7.1552 -5.0509
C 1.2857 -3.6215 -2.5835
H 1.4346 -5.2019 -0.2034
H 0.1975 -6.3811 -0.6244
H -0.1945 -4.6320 -0.6635
H 3.1200 -5.5620 -1.8905
H 2.0878 -6.9133 -2.2724
H 3.5531 -6.7225 -4.2078
H 2.8361 -5.0820 -4.4753
H 1.5817 -7.7640 -4.7421
H 1.9325 -6.4661 -5.8445
H 0.9433 -4.1741 -5.3508
H 0.1451 -5.1213 -6.5770
H -0.9278 -4.3819 -5.4669
H -1.7263 -6.7683 -5.4327
H -0.3562 -7.6298 -5.9352
H -0.9351 -7.7257 -4.1349
H 0.4196 -2.9603 -2.5538
H 1.7030 -3.4600 -3.5774
H 2.1081 -3.2698 -1.9605
H -1.7625 -6.1223 -2.5619
C -6.5394 2.7358 -3.1022
C -5.9278 3.6628 -1.9338
C -4.3795 3.9747 -2.1085
C -4.0091 4.8427 -3.2865
C -4.6651 6.2329 -3.1086
C -6.1715 6.1720 -2.7681
N -6.5262 5.0242 -1.8419
O -7.8892 5.0372 -1.4464
C -6.4965 7.5164 -2.1102
C -7.0330 5.9768 -4.0885
C -6.0459 2.9808 -0.5691
H -6.0700 1.7542 -3.0364
H -6.3441 3.1359 -4.0972
H -7.6179 2.7198 -2.9451
H -4.0278 4.4923 -1.2160
H -3.8609 3.0168 -2.1461
H -4.2943 4.4706 -4.2705
H -2.9307 4.9108 -3.4297
H -4.6883 6.5013 -4.1648
H -4.0747 6.9559 -2.5457
H -6.4261 8.3892 -2.7593
H -7.5136 7.3943 -1.7379
H -6.0059 7.6483 -1.1458
H -8.0883 5.9914 -3.8159
H -6.9052 6.8439 -4.7365
H -6.7804 5.0280 -4.5617
H -5.6483 3.4335 0.3393
H -5.4608 2.0831 -0.7688
H -7.0621 2.6708 -0.3253
H -8.4405 4.6462 -2.1282
C -3.7792 -0.1300 -2.2069
C -4.0532 -1.6865 -2.0193
C -5.5148 -2.0444 -1.6317
C -6.5162 -1.8298 -2.7567
C -6.0600 -2.6336 -3.9529
C -4.5782 -2.5113 -4.3998
N -3.6332 -2.4414 -3.2650
O -2.2759 -2.4550 -3.5499
C -4.2636 -3.7428 -5.2761
C -4.5541 -1.2371 -5.2668
C -3.2419 -2.1168 -0.7425
H -3.8285 0.3918 -1.2512
H -4.3100 0.4021 -2.9963
H -2.7289 0.0406 -2.4435
H -5.5467 -3.1135 -1.4214
H -5.9565 -1.5747 -0.7529
H -6.7756 -0.8434 -3.1414
H -7.4851 -2.2274 -2.4550
H -6.6926 -2.2305 -4.7437
H -6.4040 -3.6679 -3.9481
H -4.9574 -3.9458 -6.0919
H -3.2903 -3.6744 -5.7620
H -4.1853 -4.6151 -4.6272
H -4.9949 -0.3619 -4.7894
H -3.5232 -0.9880 -5.5182
H -5.0999 -1.4343 -6.1895
H -3.3827 -3.1706 -0.5024
H -3.4445 -1.5296 0.1532
H -2.1565 -2.1101 -0.8421
H -2.0254 -3.3758 -3.4453
C -0.6531 -0.7303 1.8295
C 0.6959 -0.0145 1.6666
C 1.6293 -0.6606 0.5859
C 1.2449 -0.3383 -0.8931
C 1.1914 1.1731 -1.0000
C 0.2674 1.9201 0.0270
N 0.5531 1.4083 1.3897
O -0.2627 2.0126 2.3830
C 0.6358 3.4676 -0.1031
C -1.1974 1.8036 -0.4503
C 1.5101 -0.2134 3.0096
H -0.3465 -1.7093 2.1978
H -1.0518 -0.8965 0.8287
H -1.2730 -0.1375 2.5021
H 2.6789 -0.5286 0.8486
H 1.3649 -1.7081 0.7305
H 0.2638 -0.7680 -1.0955
H 1.9880 -0.7026 -1.6026
H 0.8326 1.4694 -1.9856
H 2.2076 1.5543 -0.8997
H 0.4677 3.7872 -1.1315
H 0.1111 4.1648 0.5501
H 1.6884 3.6203 0.1353
H -1.2963 2.0937 -1.4964
H -1.6584 0.8306 -0.2807
H -1.7757 2.4944 0.1633
H 2.3152 0.5180 3.0793
H 1.9911 -1.1768 3.1787
H 0.8998 -0.2656 3.9112
H 0.3259 2.6469 2.7988
C -3.5905 -2.4930 6.1028
C -4.1648 -3.8261 5.5870
C -4.6768 -3.5115 4.1748
C -3.6809 -3.6052 3.0410
C -2.7243 -4.8349 3.1797
C -2.0837 -5.0192 4.6035
N -3.1686 -4.9904 5.5565
O -2.7847 -5.4399 6.7823
C -1.3242 -6.3482 4.5187
C -0.9774 -3.9360 4.7217
C -5.3990 -4.0999 6.5467
H -3.0429 -1.9757 5.3150
H -2.9272 -2.5952 6.9617
H -4.3935 -1.8789 6.5103
H -5.4388 -4.2676 3.9861
H -5.2350 -2.5832 4.0529
H -2.9229 -2.8260 3.1210
H -4.2372 -3.4273 2.1207
H -1.9701 -4.6055 2.4269
H -3.2017 -5.8046 3.0385
H -0.5767 -6.2677 5.3079
H -1.9773 -7.1621 4.8331
H -0.8903 -6.5551 3.5404
H -0.1286 -4.1369 4.0681
H -1.2959 -2.8958 4.6527
H -0.6769 -4.0615 5.7619
H -6.2980 -3.6436 6.1322
H -5.2407 -3.8581 7.5976
H -5.6191 -5.1550 6.3837
H -3.3758 -6.1656 6.9954
C -1.6957 3.3282 -7.7824
C -0.5399 3.2084 -6.8044
C -1.0205 3.2731 -5.3235
C -1.6558 1.9972 -4.8186
C -0.6882 0.7851 -5.0137
C -0.1995 0.5899 -6.4721
N 0.2328 1.9117 -6.9848
O 0.9280 1.8322 -8.1363
C 0.9018 -0.5266 -6.4137
C -1.3147 -0.0346 -7.3434
C 0.3615 4.4797 -6.9782
H -2.2007 4.2835 -7.6390
H -2.5315 2.6362 -7.6795
H -1.4249 3.1491 -8.8229
H -0.1553 3.4455 -4.6834
H -1.7560 4.0642 -5.1774
H -2.6593 1.9235 -5.2375
H -1.9077 2.1440 -3.7683
H -1.1627 -0.1516 -4.7212
H 0.1447 0.9134 -4.3224
H 0.7591 -1.3632 -5.7298
H 1.2420 -0.9129 -7.3745
H 1.8435 -0.2170 -5.9604
H -2.2455 0.4763 -7.0968
H -1.1414 0.1463 -8.4042
H -1.5152 -1.0888 -7.1522
H 1.1853 4.4761 -6.2644
H -0.2439 5.3410 -6.6960
H 0.8786 4.5610 -7.9343
H 0.3418 1.4893 -8.8148
O 4.1979 5.4577 -0.2496
H 5.0280 4.9951 -0.3643
H 3.6310 5.1075 -0.9367
O 1.0371 6.9641 0.1245
H 0.4236 7.5258 0.5982
H 1.5569 6.5446 0.8102
C -4.3105 4.6322 4.1545
C -3.4115 3.8768 3.1787
C -2.5228 4.7336 2.2544
O -3.2660 5.4171 1.2685
C -2.6391 6.6633 0.8582
N -2.6228 3.0818 4.1093
H -4.9989 4.0202 4.7372
H -5.0675 5.2201 3.6354
H -3.7131 5.2701 4.8059
H -4.0355 3.2792 2.5142
H -1.7684 4.0682 1.8346
H -2.0280 5.4184 2.9431
H -3.0234 7.0904 -0.0681
H -1.5925 6.6441 0.5543
H -2.7343 7.3217 1.7216
H -2.0520 2.5187 3.4951
H -3.2424 2.3984 4.5207
C 5.5444 1.8798 -5.6313
C 4.0665 1.4270 -5.5595
C 3.4688 1.0205 -4.1414
O 4.0932 0.0195 -3.4689
C 4.2897 -1.2243 -4.1942
N 3.2240 2.5618 -6.0966
H 5.7770 2.0540 -6.6819
H 6.2042 1.0889 -5.2747
H 5.6486 2.8547 -5.1549
H 3.9361 0.5772 -6.2295
H 2.3920 0.9501 -4.2952
H 3.4737 1.8725 -3.4616
H 4.4645 -2.1142 -3.5896
H 5.1702 -1.1016 -4.8250
H 3.3879 -1.5366 -4.7207
H 3.6523 2.8289 -6.9714
H 2.4195 2.1167 -6.5145
C 1.2261 2.4359 5.5069
C 1.9698 3.5257 4.7392
C 3.1671 3.0285 3.8806
O 3.9635 4.1584 3.7074
C 5.3291 3.8694 3.4068
N 0.9186 4.1519 3.9401
H 0.6824 1.7755 4.8314
H 0.5070 2.9789 6.1202
H 1.9087 1.8176 6.0898
H 2.2384 4.2042 5.5488
H 2.9623 2.5450 2.9254
H 3.6165 2.2466 4.4928
H 5.3520 2.9148 2.8812
H 5.8560 3.7126 4.3480
H 5.7753 4.6215 2.7562
H 1.3434 4.9729 3.5332
H 0.1521 4.5163 4.4875
C 5.0032 1.8244 0.0467
C 6.4064 2.5250 -0.1537
C 7.5062 1.5914 -0.5311
O 7.5586 0.6327 0.4842
C 8.3615 -0.4608 0.0803
N 6.1854 3.6658 -1.0086
H 4.7044 1.2649 -0.8398
H 4.2479 2.5935 0.2082
H 5.0955 1.2354 0.9592
H 6.5596 3.0085 0.8111
H 8.4774 2.0858 -0.5527
H 7.3370 1.1469 -1.5118
H 9.3520 -0.0962 -0.1919
H 8.0083 -1.0371 -0.7748
H 8.5387 -1.2704 0.7884
H 7.0272 4.1084 -1.3487
H 5.7610 3.4131 -1.8896
C 0.6578 -0.9943 6.8438
C 0.7734 -1.0780 8.3258
C 0.8487 0.2493 9.1360
O 1.4632 0.1804 10.4350
C 2.8178 -0.3083 10.3659
N -0.3951 -1.7679 8.9596
H 0.5109 -2.0347 6.5537
H 1.4950 -0.5228 6.3291
H -0.2406 -0.4597 6.5354
H 1.5981 -1.7514 8.5595
H -0.1435 0.6832 9.2598
H 1.3618 0.9107 8.4378
H 2.9297 -1.3899 10.2915
H 3.3728 -0.1307 11.2871
H 3.3421 0.1051 9.5043
H -0.3466 -1.5424 9.9429
H -1.2008 -1.2932 8.5779
```

F_max	0.0723	hartree/bohr
M	1582.5	g mol⁻¹
total charge	0
gap between HOMO and LUMO	0.304	Eh
spin multiplicity	1
calculated total energy	-135715.3563	eV